{
  "formula": "C11H17Cl2NO2PbS",
  "method": "wB97M-V/def2-TZVPD",
  "symbols": ["C", "C", "C", "C", "C", "C", "C", "C", "C", "C", "Pb", "Cl", "Cl", "O", "H", "H", "H", "H", "H", "H", "H", "H", "H", "H", "H", "H", "H", "H", "H", "H", "O", "H", "S", "C", "N"],
  "xyz": [[0.30357, -1.16285, -1.27853], [1.15323, -0.03246, -1.48965], [0.33682, 1.13529, -1.47886], [2.62213, -0.03957, -1.57755], [-1.02523, 0.72070, -1.40537], [-1.03757, -0.69078, -1.20207], [-2.22691, -1.53582, -1.00612], [0.71674, -2.56677, -1.15454], [0.82151, 2.51854, -1.51226], [-2.18075, 1.62513, -1.34216], [0.72657, -0.02194, 2.43407], [2.44134, 1.78563, 1.40058], [2.56452, -1.62352, 1.55925], [-0.63893, 1.31165, 1.47233], [3.03100, -1.02116, -1.32171], [3.00922, 0.69881, -0.86551], [2.97242, 0.24842, -2.57410], [1.69439, 2.58634, -0.83502], [0.00754, 3.18061, -1.19881], [1.12460, 2.82786, -2.51604], [-1.93674, 2.48281, -0.70482], [-3.07489, 1.08709, -1.00456], [-2.39531, 2.00742, -2.34350], [-3.05839, -0.89918, -0.69895], [-2.00116, -2.26928, -0.22372], [-2.55421, -2.07812, -1.90258], [1.68692, -2.61163, -0.65985], [0.81208, -3.10168, -2.10836], [0.00479, -3.09736, -0.51607], [-1.53693, 1.32533, 1.88359], [-0.96808, -1.76546, 1.94349], [-1.78031, -1.61243, 2.46461], [0.60408, 1.09324, 5.50647], [0.09528, 0.12549, 6.71405], [-0.31334, -0.63037, 7.54229]],
  "mulliken_charge": [0.647, 0.444, 0.761, -1.278, 0.357, 0.918, -1.773, -1.478, -1.480, -1.654, 1.050, -0.591, -0.525, -0.649, 0.312, 0.218, 0.311, 0.271, 0.293, 0.273, 0.335, 0.379, 0.294, 0.327, 0.307, 0.246, 0.305, 0.265, 0.310, 0.214, -0.781, 0.163, -0.435, 0.268, -0.627],
  "total_charge": -2,
  "spin_multiplicity": 1,
  "de_lowest_kj_mol": 0.0,
  "homo_energy_ha": [-0.0549, -0.0517],
  "largest_force_ev_per_a": 4.03,
  "homo_lumo_gap_ev": [4.98, 6.01],
  "lumo_ev": [3.49, 4.60]
}

{
  "formula": "C4H8O5",
  "method": "wB97M-V/def2-TZVPD",
  "symbols": ["C", "C", "O", "C", "O", "O", "H", "H", "H", "H", "H", "H", "O", "C", "O", "H", "H"],
  "xyz": [[1.09922, 1.57845, 0.33165], [1.00169, 0.18972, -0.19422], [2.09144, -0.59505, -0.01073], [-0.08053, -0.31390, -0.91409], [0.15912, -1.53045, -1.54940], [-0.90562, 0.53201, -1.59639], [0.18116, 1.86219, 0.84801], [1.93491, 1.67495, 1.02909], [1.26107, 2.26952, -0.50229], [1.93412, -1.39483, -0.55806], [-0.37568, -1.48315, -2.36070], [-1.34168, 1.09793, -0.91348], [-2.47981, 0.27725, 0.72390], [-1.64317, -0.61548, 0.88474], [-0.64701, -0.49552, 1.89407], [-1.85479, -1.68195, 0.70598], [-0.33445, -1.37167, 2.18194]],
  "mulliken_charge": [-1.337, 0.609, -0.570, 0.477, -0.601, -0.576, 0.350, 0.367, 0.299, 0.353, 0.325, 0.372, -0.554, 0.285, -0.469, 0.339, 0.331],
  "spin_multiplicity": 1,
  "de_lowest_kj_mol": 245.4,
  "homo_energy_ha": -0.2841,
  "largest_force_ev_per_a": 3.45,
  "smiles": "CC(O)=C(O)O.O=CO",
  "homo_lumo_gap_ev": 8.22,
  "lumo_ev": 0.49
}

{
  "formula": "C27H20N15O2Rh",
  "method": "wB97M-V/def2-TZVPD",
  "symbols": ["Rh", "O", "C", "C", "C", "C", "C", "C", "C", "O", "N", "N", "C", "C", "C", "C", "C", "C", "N", "H", "H", "H", "H", "H", "H", "H", "H", "H", "H", "N", "C", "N", "N", "N", "N", "C", "N", "N", "N", "N", "H", "N", "C", "C", "C", "C", "C", "C", "N", "C", "C", "C", "C", "N", "C", "C", "H", "H", "H", "H", "H", "H", "H", "H", "H"],
  "xyz": [[-1.16759, -1.21272, -1.39623], [-3.90356, 3.70602, -1.12142], [-2.93820, 3.97741, -2.01383], [-2.96656, 5.24436, -2.60338], [-2.01253, 5.60782, -3.52703], [-0.99986, 4.71994, -3.89703], [-0.96855, 3.46873, -3.33062], [-1.92583, 3.07118, -2.38366], [-1.82243, 1.71699, -1.84592], [-0.95458, 0.90763, -2.24397], [-2.70739, 1.36012, -0.85396], [-2.48673, 0.14212, -0.42357], [-3.42096, -0.34780, 0.48973], [-3.33152, -1.69853, 0.78260], [-4.19545, -2.38535, 1.66893], [-4.03702, -3.73271, 1.85170], [-3.02626, -4.40743, 1.15463], [-2.21130, -3.68172, 0.30062], [-2.33667, -2.37521, 0.12320], [-3.77457, 2.79432, -0.78940], [-3.75953, 5.91893, -2.31082], [-2.05491, 6.59397, -3.97164], [-0.25150, 5.01114, -4.62065], [-0.20348, 2.75423, -3.60290], [-4.16425, 0.32689, 0.88893], [-4.97529, -1.83274, 2.17460], [-4.69334, -4.27316, 2.52012], [-2.87642, -5.47144, 1.26179], [-1.43221, -4.17487, -0.27026], [-1.21245, -1.78454, -4.73865], [-0.00302, -1.78425, -4.10986], [1.15614, -1.87507, -4.72418], [2.07179, -1.83296, -3.73193], [1.52006, -1.71407, -2.58860], [0.16905, -1.69788, -2.77424], [-2.41712, -1.80195, -4.08448], [-3.59000, -1.99111, -4.65073], [-4.46945, -1.93449, -3.63070], [-3.87661, -1.72621, -2.51453], [-2.55003, -1.64178, -2.76546], [-1.21905, -1.91826, -5.73643], [4.45350, -0.86670, 3.12716], [5.23468, -0.23950, 4.07264], [6.40639, -0.61153, 4.72415], [6.91931, 0.29238, 5.63138], [6.29166, 1.52384, 5.88353], [5.13189, 1.88678, 5.23295], [4.59747, 0.98645, 4.31028], [3.46653, 1.09455, 3.52380], [3.41673, -0.01553, 2.84117], [2.36523, -0.32604, 1.86989], [1.43689, 0.65751, 1.53503], [0.45065, 0.36565, 0.61975], [0.34495, -0.83550, 0.03378], [1.23350, -1.77735, 0.34696], [2.24795, -1.56793, 1.25827], [4.63634, -1.75578, 2.69859], [6.89585, -1.55741, 4.53307], [7.82945, 0.04844, 6.16320], [6.73468, 2.19805, 6.60428], [4.64314, 2.83347, 5.41803], [1.50052, 1.63663, 1.98591], [-0.28032, 1.10593, 0.33208], [1.13436, -2.71974, -0.17174], [2.92783, -2.38222, 1.46509]],
  "mulliken_charge": [0.011, -0.645, 0.422, -0.657, -0.322, -0.800, -0.633, 0.268, 0.873, -0.617, -1.133, 1.507, -0.779, 0.722, -1.174, -0.225, -0.890, -0.126, 0.314, 0.580, 0.435, 0.378, 0.423, 0.462, 0.369, 0.447, 0.421, 0.407, 0.480, -0.087, 0.427, -0.514, -0.606, -0.510, 0.554, 0.321, -0.504, -0.669, -0.503, 0.874, 0.226, -0.001, 0.696, -1.043, -0.400, -0.486, -0.754, 0.599, -0.642, -0.100, 1.248, -0.786, -0.429, 0.487, -0.449, -0.871, 0.167, 0.381, 0.381, 0.378, 0.435, 0.540, 0.379, 0.456, 0.284],
  "spin_multiplicity": 5,
  "homo_energy_ha": [-0.2581, -0.3080],
  "largest_force_ev_per_a": 0.43,
  "homo_lumo_gap_ev": [6.16, 5.56],
  "lumo_ev": [-0.86, -2.82]
}

{
  "formula": "CH4F2Si",
  "method": "wB97M-V/def2-TZVPD",
  "symbols": ["C", "F", "F", "Si", "H", "H", "H", "H"],
  "xyz": [[-0.35236, -0.47036, 0.36417], [2.24602, 1.73599, 0.94109], [0.15724, 3.01711, 0.47811], [0.98975, 1.75977, -0.04217], [-0.81180, -0.69682, -0.58249], [0.39374, -1.17894, 0.67793], [-1.05260, -0.19615, 1.13113], [1.43550, 1.97625, -1.38505]],
  "mulliken_charge": [-1.002, -0.236, -0.234, 0.678, 0.294, 0.289, 0.284, -0.072],
  "spin_multiplicity": 1,
  "de_lowest_kj_mol": 191.2,
  "homo_energy_ha": -0.3503,
  "largest_force_ev_per_a": 3.67,
  "homo_lumo_gap_ev": 10.11,
  "lumo_ev": 0.58
}

{
  "formula": "C4H9N2OS",
  "method": "wB97M-V/def2-TZVPD",
  "symbols": ["O", "C", "C", "C", "S", "N", "C", "N", "H", "H", "H", "H", "H", "H", "H", "H", "H"],
  "xyz": [[1.84512, -2.18774, 0.45069], [0.77269, -1.70232, 1.00219], [-0.06028, -0.75901, 0.40478], [-1.54108, -0.66552, 0.80108], [-2.16027, 0.92655, 1.47924], [0.32754, -0.44657, -0.96390], [0.83372, 0.91002, -1.27440], [-0.20709, 1.94264, -1.17302], [0.40124, -2.12260, 1.93020], [0.17575, 1.02104, 1.27571], [-2.17228, -0.96858, -0.05298], [-1.68506, -1.41671, 1.62527], [1.07120, -1.15990, -1.09753], [1.73372, 1.14866, -0.67128], [1.18928, 0.87692, -2.34459], [-0.74648, 1.77724, -0.30286], [0.22229, 2.82587, -1.08860]],
  "mulliken_charge": [-0.686, -0.117, -0.213, -0.486, -0.505, -0.403, -0.401, -0.616, 0.325, 0.150, 0.333, 0.276, 0.329, 0.366, 0.332, 0.106, 0.209],
  "total_charge": -1,
  "spin_multiplicity": 1,
  "de_lowest_kj_mol": 436.8,
  "homo_energy_ha": -0.1238,
  "largest_force_ev_per_a": 4.16,
  "homo_lumo_gap_ev": 6.33,
  "lumo_ev": 2.96
}

{
  "formula": "C9H21N2Si",
  "method": "wB97M-V/def2-TZVPD",
  "symbols": ["C", "C", "N", "Si", "C", "C", "C", "C", "C", "N", "C", "C", "H", "H", "H", "H", "H", "H", "H", "H", "H", "H", "H", "H", "H", "H", "H", "H", "H", "H", "H", "H", "H"],
  "xyz": [[-2.07227, 0.78633, 1.31606], [-1.45635, -0.13272, 0.30283], [-0.18705, -0.12610, 0.03837], [1.11219, 1.21030, 0.63289], [0.90557, 1.19679, 2.56563], [0.43939, 2.77022, -0.09792], [2.78888, 0.69971, 0.05497], [0.13920, -1.27375, -0.86990], [0.98160, -2.35457, -0.08195], [-1.11869, -1.74761, -1.32399], [-1.25540, -1.64789, -2.81425], [-2.17012, -1.17036, -0.46799], [-1.55517, 0.42401, 2.21783], [-3.16177, 0.77103, 1.41627], [-1.83090, 1.88935, 0.97053], [0.59049, 0.21550, 2.97646], [1.98618, 1.29500, 2.96246], [0.26115, 1.88290, 3.11036], [0.25193, 2.57704, -1.13708], [-0.31115, 3.47515, 0.32823], [1.37780, 3.23293, -0.09819], [2.82850, -0.07626, -0.68107], [3.24867, 1.58723, -0.41847], [3.47926, 0.48072, 0.77938], [0.77514, -0.92258, -1.69645], [0.28512, -3.16900, 0.01236], [1.23656, -1.97155, 0.84074], [1.94789, -2.65903, -0.61308], [-0.40718, -2.10012, -3.31737], [-2.40581, -1.99098, -3.02204], [-1.23795, -0.48000, -3.11653], [-2.45508, -2.02264, 0.09477], [-3.01061, -0.64904, -0.86387]],
  "mulliken_charge": [-1.168, 0.633, 0.349, 0.366, -1.183, -1.179, -1.192, -0.267, -1.388, -0.005, -0.839, -0.665, 0.225, 0.398, 0.178, 0.390, 0.356, 0.387, 0.383, 0.394, 0.428, 0.308, 0.390, 0.449, 0.514, 0.494, 0.320, 0.265, 0.347, 0.286, 0.269, 0.273, 0.488],
  "total_charge": 1,
  "spin_multiplicity": 1,
  "de_lowest_kj_mol": 87.7,
  "homo_energy_ha": -0.4563,
  "largest_force_ev_per_a": 4.61,
  "smiles": "CC1=[N+]([Si](C)(C)C)[C@@H](C)N(C)C1",
  "homo_lumo_gap_ev": 9.20,
  "lumo_ev": -3.22
}

> What is the formula in the second record?

C4H8O5